[1]
Below is a structure of composition C33H42FN4O4S4SiTi, with properties calculated with ωB97M-V/def2-TZVPD.

The calculation puts the energy relative to the best compared isomer or geometry (same formula, charge and spin) at 221.3 kJ/mol. As for the HOMO energy: -5.231 eV. The molecular weight comes out at 781.9 u. The calculation puts the orbital gap at 6.66 eV. For the total energy, the calculation gives -4634.46507 hartree.

```
! wB97M-V def2-TZVPD RIJCOSX def2/J DEFGRID3
* xyz -1 1
Ti 0.105 -0.237 -0.767
C -2.667 0.784 0.864
N -1.975 0.535 -0.400
C -2.681 0.817 -1.449
C -2.096 0.701 -2.723
C -2.607 0.730 -4.026
C -1.561 0.315 -4.848
C -0.471 0.067 -4.001
N -0.783 0.319 -2.730
C -3.647 -0.304 1.259
C -3.545 -1.601 0.766
C -4.379 -2.604 1.241
C -5.347 -2.312 2.190
C -5.486 -1.010 2.653
C -4.641 -0.013 2.191
H -3.186 1.748 0.835
H -1.910 0.926 1.638
H -3.719 1.134 -1.339
H -3.618 0.977 -4.311
H -1.573 0.198 -5.920
H 0.506 -0.295 -4.266
H -2.804 -1.832 0.012
H -4.254 -3.618 0.883
H -5.987 -3.097 2.568
H -6.251 -0.773 3.382
H -4.741 1.001 2.567
C 1.482 2.672 -3.634
Si 2.630 1.319 -3.010
C 4.195 2.312 -2.562
C 3.035 0.358 -4.589
N 2.136 0.277 -1.659
C 3.150 -0.545 -1.183
C 4.416 -0.769 -1.763
C 5.362 -1.595 -1.165
C 5.111 -2.254 0.025
C 3.868 -2.088 0.624
C 2.971 -1.264 0.004
F 1.725 -1.118 0.562
H 1.952 2.970 -4.579
H 1.458 3.556 -3.001
H 0.464 2.364 -3.851
H 4.403 3.004 -3.384
H 5.093 1.732 -2.372
H 4.008 2.919 -1.676
H 3.277 1.080 -5.373
H 2.178 -0.215 -4.938
H 3.868 -0.339 -4.511
H 4.670 -0.309 -2.699
H 6.315 -1.729 -1.663
H 5.851 -2.904 0.471
H 3.576 -2.595 1.534
C 0.282 3.800 3.189
C 0.949 2.452 3.431
S 1.240 1.385 1.999
C 2.324 2.413 1.004
C 1.639 3.454 0.102
S 0.134 2.842 -0.687
C -1.149 4.063 -0.368
C -1.263 4.727 1.002
S -1.366 3.645 2.441
H 0.908 4.420 2.550
H 0.180 4.321 4.142
H 0.351 1.850 4.118
H 1.914 2.618 3.918
H 2.885 1.710 0.392
H 3.039 2.909 1.666
H 2.339 3.711 -0.692
H 1.421 4.383 0.626
H -2.066 3.529 -0.629
H -1.043 4.867 -1.103
H -2.176 5.326 1.003
H -0.445 5.430 1.159
N -0.493 -1.257 1.511
C -0.696 -2.664 1.851
C -0.465 -3.691 0.946
C -0.741 -4.999 1.320
C -1.246 -5.281 2.585
C -1.467 -4.253 3.481
C -1.189 -2.942 3.117
S -1.598 -6.978 3.079
O -0.366 -7.404 3.728
O -1.885 -7.660 1.826
O -2.735 -6.853 3.978
H 0.260 -0.897 2.085
H -1.326 -0.773 1.817
H -0.095 -3.448 -0.042
H -0.592 -5.819 0.631
H -1.882 -4.493 4.452
H -1.385 -2.127 3.807
O -0.070 -1.704 -1.312
*
```

[2]
Below is a structure of composition C33H42N5O4SSiTi, with properties calculated with ωB97M-V/def2-TZVPD.

The calculation puts the energy relative to the best compared isomer or geometry (same formula, charge and spin) at 54.7 kJ/mol. As for the HOMO energy: -11.456 eV. The molecular weight comes out at 680.8 u. The calculation puts the orbital gap at 8.14 eV. For the total energy, the calculation gives -3394.46401 hartree.

```
! wB97M-V def2-TZVPD RIJCOSX def2/J DEFGRID3
* xyz 1 1
Ti 0.704 0.031 0.370
C -1.960 -0.303 1.775
N -1.152 0.855 1.313
C -2.034 1.742 0.524
C -0.644 1.585 2.500
C 0.424 0.766 3.171
C 0.525 0.730 4.553
C 1.570 0.035 5.146
C 2.500 -0.622 4.355
C 2.361 -0.625 2.973
C 1.306 0.047 2.346
H -2.687 0.038 2.518
H -1.326 -1.067 2.223
H -2.497 -0.725 0.930
H -2.913 2.005 1.117
H -2.371 1.238 -0.379
H -1.503 2.652 0.257
H -1.474 1.828 3.173
H -0.221 2.530 2.145
H -0.198 1.254 5.166
H 1.658 0.008 6.224
H 3.329 -1.144 4.814
H 3.106 -1.149 2.388
C -6.629 -6.375 -1.558
C -6.067 -4.986 -1.669
C -5.372 -4.406 -0.610
C -4.866 -3.121 -0.710
C -5.049 -2.406 -1.886
C -5.735 -2.964 -2.956
C -6.240 -4.248 -2.837
S -4.388 -0.780 -2.021
O -4.617 -0.077 -0.789
O -4.793 -0.249 -3.284
N -2.754 -0.953 -2.063
C -2.138 -1.869 -3.011
C -0.623 -1.804 -2.849
C -0.182 -2.164 -1.451
O 0.286 -3.218 -1.130
O -0.373 -1.155 -0.555
H -6.390 -6.825 -0.597
H -6.231 -7.018 -2.344
H -7.713 -6.362 -1.666
H -5.235 -4.966 0.306
H -4.351 -2.672 0.128
H -5.870 -2.389 -3.861
H -6.781 -4.686 -3.666
H -2.391 -1.039 -1.122
H -2.402 -1.561 -4.021
H -2.485 -2.899 -2.867
H -0.279 -0.793 -3.082
H -0.164 -2.515 -3.534
C 2.477 4.416 -0.399
Si 2.831 2.608 -0.661
C 3.700 2.380 -2.318
C 3.924 1.986 0.719
C 1.146 1.724 -0.688
H 3.405 4.990 -0.396
H 1.974 4.593 0.554
H 1.842 4.811 -1.194
H 4.068 3.345 -2.668
H 3.049 1.998 -3.108
H 4.568 1.721 -2.235
H 4.845 2.569 0.761
H 4.202 0.938 0.578
H 3.433 2.067 1.691
H 0.816 1.518 -1.717
H 0.439 2.464 -0.294
N 8.454 -2.101 -6.621
C 7.686 -2.072 -5.769
C 6.720 -2.037 -4.702
C 7.092 -2.434 -3.420
C 6.168 -2.392 -2.391
C 4.878 -1.966 -2.664
C 4.491 -1.582 -3.938
C 5.422 -1.607 -4.961
N 3.921 -1.911 -1.601
C 3.678 -2.882 -0.650
C 2.713 -2.386 0.158
N 2.370 -1.115 -0.272
C 3.110 -0.879 -1.344
H 8.105 -2.761 -3.231
H 6.451 -2.672 -1.386
H 3.470 -1.284 -4.132
H 5.143 -1.311 -5.962
H 4.179 -3.832 -0.667
H 2.212 -2.866 0.979
H 3.113 0.027 -1.924
*
```

[3]
Below is a structure of composition C33H42N8PbSe, with properties calculated with ωB97M-V/def2-TZVPD.

The calculation puts the energy relative to the best compared isomer or geometry (same formula, charge and spin) at 0.0 kJ/mol. As for the HOMO energy: -11.506 eV. The molecular weight comes out at 836.9 u. The calculation puts the orbital gap at 3.36 eV. For the total energy, the calculation gives -4314.42958 hartree.

```
! wB97M-V def2-TZVPD RIJCOSX def2/J DEFGRID3
* xyz 2 1
Pb 0.155 0.252 0.099
C -1.342 2.111 -2.298
N -0.489 2.349 -1.128
C 0.857 2.777 -1.559
C -1.013 3.313 -0.178
C -1.639 4.476 -0.604
C -1.958 5.473 0.300
C -1.581 5.306 1.625
C -0.991 4.129 2.055
C -0.762 3.064 1.176
N -0.241 1.814 1.554
C -0.168 1.389 2.895
C -1.056 1.774 3.903
C -0.875 1.361 5.214
C 0.181 0.530 5.556
C 1.010 0.056 4.553
C 0.815 0.452 3.239
N 1.597 -0.103 2.148
C 1.861 -1.538 2.298
C 2.855 0.633 1.931
H -1.349 2.961 -2.986
H -2.361 1.913 -1.972
H -0.959 1.247 -2.849
H 0.813 3.745 -2.063
H 1.280 2.041 -2.248
H 1.506 2.874 -0.685
H -1.857 4.623 -1.655
H -2.446 6.378 -0.032
H -1.743 6.103 2.338
H -0.678 4.045 3.084
H -1.909 2.386 3.650
H -1.573 1.690 5.973
H 0.347 0.237 6.583
H 1.804 -0.638 4.803
H 2.607 -1.751 3.068
H 2.244 -1.924 1.348
H 0.936 -2.054 2.556
H 3.483 0.598 2.825
H 2.627 1.675 1.704
H 3.404 0.190 1.098
C 1.402 -2.107 -6.174
C 0.693 -3.417 -5.843
C -0.773 -3.229 -5.452
C -0.972 -2.529 -4.108
N -0.604 -3.419 -2.979
C 0.619 -3.315 -2.212
Se 1.745 -1.961 -2.271
N 0.614 -4.391 -1.378
C 1.664 -4.762 -0.416
C 2.339 -6.095 -0.739
C 3.469 -6.016 -1.765
C 3.001 -5.788 -3.199
C -0.592 -5.066 -1.475
C -1.138 -6.052 -0.764
C -2.628 -6.264 -0.922
C -3.200 -5.821 -2.258
C -2.608 -4.885 -3.006
C -1.321 -4.413 -2.550
H 2.400 -2.298 -6.566
H 1.518 -1.465 -5.299
H 0.851 -1.550 -6.935
H 1.228 -3.945 -5.046
H 0.725 -4.073 -6.713
H -1.279 -4.198 -5.433
H -1.282 -2.621 -6.202
H -2.007 -2.228 -3.952
H -0.339 -1.649 -4.020
H 1.193 -4.792 0.570
H 2.385 -3.946 -0.419
H 1.589 -6.817 -1.081
H 2.733 -6.482 0.203
H 4.027 -6.951 -1.719
H 4.167 -5.227 -1.471
H 2.292 -6.561 -3.509
H 3.842 -5.820 -3.890
H 2.527 -4.812 -3.325
H -0.616 -6.589 0.017
H -2.932 -7.277 -0.673
H -4.153 -6.244 -2.550
H -3.047 -4.516 -3.920
N -3.265 -5.402 0.091
C -3.224 -4.270 0.432
N -3.279 -3.124 0.875
C -2.463 -2.105 0.840
N -1.781 -1.176 0.789
*
```

[4]
Below is a structure of composition C33H43AlN7O4, with properties calculated with ωB97M-V/def2-TZVPD.

As for the HOMO energy: -4.650 eV. The molecular weight comes out at 628.7 u. The calculation puts the orbital gap at 6.76 eV. For the total energy, the calculation gives -2209.83133 hartree.

```
! wB97M-V def2-TZVPD RIJCOSX def2/J DEFGRID3
* xyz -1 1
C -5.874 -0.233 2.075
C -4.871 -1.247 1.319
N -3.625 -0.511 0.966
Al -3.372 -0.302 -0.919
C -5.057 0.382 -1.920
C -5.293 1.890 -1.415
O -6.640 2.360 -1.740
C -7.600 1.934 -0.800
O -7.514 2.392 0.368
C -8.796 0.955 -1.168
C -8.497 -0.595 -0.894
C -1.898 1.112 -1.339
O -0.736 0.406 -1.899
N 0.423 1.105 -1.741
O 0.322 2.238 -2.122
H -6.959 -0.573 2.075
H -5.520 -0.114 3.162
H -5.767 0.780 1.570
H -5.394 -1.758 0.446
H -4.644 -2.078 2.084
H -3.632 0.379 1.479
H -2.919 -1.683 -1.563
H -4.833 0.387 -3.042
H -5.950 -0.303 -1.760
H -4.570 2.545 -2.024
H -5.001 2.037 -0.321
H -9.046 1.102 -2.282
H -9.704 1.267 -0.550
H -8.054 -1.018 -1.867
H -9.448 -1.170 -0.643
H -7.692 -0.698 -0.085
H -2.292 1.810 -2.167
H -1.667 1.723 -0.406
N 5.501 3.087 0.873
C 5.472 4.055 -0.056
C 4.419 4.249 -0.935
C 3.331 3.392 -0.855
C 3.335 2.382 0.095
C 4.435 2.273 0.930
H 6.348 4.697 -0.081
H 4.449 5.050 -1.664
H 2.487 3.511 -1.527
H 2.502 1.695 0.184
H 4.483 1.501 1.691
N 4.195 -2.930 0.636
C 2.868 -3.093 0.503
C 2.082 -2.351 -0.363
C 2.698 -1.377 -1.135
C 4.067 -1.185 -1.017
C 4.765 -1.982 -0.125
H 2.433 -3.864 1.131
H 1.016 -2.528 -0.431
H 2.117 -0.775 -1.823
H 4.580 -0.434 -1.604
H 5.838 -1.872 0.001
N 6.994 8.557 -4.999
C 6.587 9.303 -3.961
C 6.268 8.784 -2.716
C 6.371 7.413 -2.532
C 6.788 6.618 -3.589
C 7.087 7.235 -4.793
H 6.519 10.368 -4.155
H 5.947 9.434 -1.912
H 6.130 6.969 -1.572
H 6.880 5.545 -3.480
H 7.420 6.657 -5.649
N -6.039 -3.424 3.742
C -6.585 -4.624 3.498
C -6.695 -5.629 4.446
C -6.209 -5.384 5.722
C -5.637 -4.151 6.000
C -5.578 -3.212 4.983
H -6.948 -4.770 2.486
H -7.149 -6.580 4.194
H -6.275 -6.145 6.491
H -5.246 -3.925 6.984
H -5.143 -2.232 5.152
N 7.315 -7.120 -0.251
C 6.431 -6.118 -0.120
C 6.604 -5.042 0.736
C 7.756 -4.998 1.507
C 8.686 -6.022 1.393
C 8.421 -7.051 0.504
H 5.545 -6.199 -0.741
H 5.855 -4.258 0.799
H 7.928 -4.174 2.191
H 9.597 -6.020 1.980
H 9.119 -7.872 0.377
*
```

[5]
Below is a structure of composition C33H43B2N6O2S3Zr, with properties calculated with ωB97M-V/def2-TZVPD.

The calculation puts the energy relative to the best compared isomer or geometry (same formula, charge and spin) at 0.0 kJ/mol. As for the HOMO energy: -16.046 eV. The molecular weight comes out at 764.8 u. The calculation puts the orbital gap at 5.85 eV. For the total energy, the calculation gives -3052.87268 hartree.

```
! wB97M-V def2-TZVPD RIJCOSX def2/J DEFGRID3
* xyz 3 1
Zr -1.293 2.735 1.624
C -3.503 -1.825 2.849
C -2.188 -1.732 2.147
C -1.262 -2.746 2.156
C -0.010 -2.628 1.500
N 0.283 -1.525 0.851
N -0.640 -0.554 0.804
B -0.194 0.459 -0.186
N -1.056 0.736 -1.359
N -1.459 -0.394 -1.946
C -2.113 -0.286 -3.082
C -2.379 0.998 -3.627
C -1.994 2.156 -2.995
C -2.288 3.522 -3.523
C -1.310 1.981 -1.775
S -0.754 3.297 -0.776
C -2.511 -1.588 -3.753
C -1.217 -2.239 -4.275
C -3.473 -1.347 -4.917
C -3.174 -2.505 -2.716
N 1.231 0.862 -0.193
N 1.766 0.407 -1.332
C 3.070 0.488 -1.476
C 3.853 1.066 -0.446
C 3.294 1.557 0.708
C 4.103 2.193 1.792
C 1.889 1.444 0.816
S 1.038 2.051 2.215
C 3.637 -0.089 -2.761
C 2.898 0.540 -3.951
C 5.136 0.182 -2.882
C 3.384 -1.606 -2.732
C -1.827 -0.570 1.429
S -2.880 0.822 1.342
C 1.023 -3.738 1.449
C 2.430 -3.143 1.581
C 0.789 -4.766 2.557
C 0.869 -4.412 0.072
H -3.601 -2.780 3.358
H -4.325 -1.724 2.137
H -3.610 -1.024 3.582
H -1.484 -3.656 2.697
H -2.922 1.065 -4.560
H -2.795 3.465 -4.483
H -1.367 4.094 -3.648
H -2.923 4.074 -2.827
H -0.711 -1.598 -5.000
H -1.463 -3.176 -4.774
H -0.530 -2.455 -3.455
H -3.011 -0.782 -5.728
H -4.385 -0.837 -4.599
H -3.770 -2.309 -5.333
H -2.491 -2.739 -1.899
H -3.458 -3.440 -3.198
H -4.079 -2.053 -2.308
H 4.924 1.138 -0.582
H 5.161 2.168 1.545
H 3.953 1.678 2.742
H 3.804 3.233 1.934
H 3.038 1.622 -3.981
H 1.830 0.321 -3.913
H 3.296 0.127 -4.877
H 5.363 1.250 -2.889
H 5.493 -0.228 -3.826
H 5.709 -0.301 -2.088
H 2.316 -1.825 -2.680
H 3.884 -2.078 -1.884
H 3.781 -2.053 -3.643
H 2.555 -2.626 2.535
H 2.648 -2.447 0.770
H 3.161 -3.949 1.541
H 0.797 -4.311 3.550
H 1.592 -5.501 2.531
H -0.144 -5.317 2.425
H 1.068 -3.703 -0.734
H -0.132 -4.827 -0.062
H 1.583 -5.232 -0.006
O -1.471 3.354 3.727
B -1.958 4.466 2.919
O -2.295 5.499 3.697
C -2.012 5.126 5.012
C -2.180 5.870 6.156
C -1.809 5.248 7.344
C -1.299 3.950 7.373
C -1.133 3.205 6.211
C -1.505 3.840 5.051
H -2.577 6.875 6.127
H -1.922 5.789 8.273
H -1.025 3.511 8.322
H -0.739 2.198 6.224
*
```